Entry from the Open Molecules 2025 dataset: 2 unconnected molecules or ions with the total composition C5H11N2OS (wB97M-V/def2-TZVPD).

Each atom is followed by the atoms it is bonded to, with distances in Å.
Element x y z (Å)
1 C 1.4650 1.9189 0.1187  C4 1.282, O8 1.166
2 C 0.7220 -1.1573 -0.7213  C3 1.539, N6 1.455, S9 1.756, H10 1.141
3 C -0.5450 -0.8018 0.0760  C2 1.539, N6 1.395, N7 1.491, H12 1.156
4 C 2.6654 1.4948 0.2727  C1 1.282, H11 1.087, H13 1.084
5 C -2.5331 0.6834 0.5418  N7 1.490, H14 1.139, H15 1.171, H16 1.181
6 N -0.4375 -2.0254 -0.5853  C2 1.455, C3 1.395, H17 0.982
7 N -1.3765 0.3629 -0.3413  C3 1.491, C5 1.490, H18 1.150, H19 1.107
8 O 0.3853 2.3305 -0.0342  C1 1.166
9 S 2.2263 -1.5027 0.1167  C2 1.756, H20 1.449
10 H 0.9386 -0.5710 -1.6756  C2 1.141
11 H 2.9505 1.0204 1.2085  C4 1.087
12 H -0.2389 -0.8344 1.1904  C3 1.156
13 H 3.1329 1.1798 -0.6531  C4 1.084
14 H -3.1581 1.4385 -0.0391  C5 1.139
15 H -3.2622 -0.2307 0.6045  C5 1.171
16 H -2.2234 1.0101 1.6341  C5 1.181
17 H -0.3869 -2.8685 -0.0838  N6 0.982
18 H -0.6553 1.2571 -0.2878  N7 1.150
19 H -1.7054 0.2327 -1.3902  N7 1.107
20 H 2.0362 -2.9374 0.0483  S9 1.449

Values from the calculation:
- Frontier orbital gap: 10.1 eV
- E_tot: -21216.0528 eV
- HOMO level: -13.03 eV
- Charge: +1
- Energy above the lowest of the compared OMol25 structures with the same formula, charge and spin: 3.764 eV
- Lowest unoccupied orbital energy: -3.0 eV

Mulliken atomic charge list, values in e, 8 entries: 0.975 -0.268 -0.208 -1.229 -0.857 -0.571 -0.082 -0.531


Entry from the Open Molecules 2025 dataset: 2 unconnected molecules or ions with the total composition C5H11N2OS (wB97M-V/def2-TZVPD).

Each atom is followed by the atoms it is bonded to, with distances in Å.
Element x y z (Å)
1 C -4.0031 -0.8163 1.0107  N6 1.300, O8 1.271, H10 1.100
2 C -1.9014 -1.2629 -0.3110  N6 1.232, H11 1.137, H18 1.067
3 C 2.9941 1.4846 -0.3368  C5 1.458, H12 1.084, H13 1.135, H14 1.110
4 C 2.9165 -0.8731 0.3483  C5 1.536, H15 1.034, H16 1.135, H17 1.119
5 C 2.1480 0.2990 -0.2813  C3 1.458, C4 1.536, N7 1.274
6 N -2.8854 -0.9474 0.3595  C1 1.300, C2 1.232
7 N 0.9628 0.2013 -0.7378  C5 1.274, H20 0.957
8 O -4.7913 0.1721 0.8792  C1 1.271, S9 1.725
9 S -4.7000 1.4047 -0.3243  O8 1.725, H19 1.387
10 H -4.3318 -1.5482 1.7629  C1 1.100
11 H -0.9770 -0.6736 -0.0084  C2 1.137
12 H 3.5065 1.6171 0.6097  C3 1.084
13 H 2.3900 2.3629 -0.7258  C3 1.135
14 H 3.7596 1.4173 -1.1372  C3 1.110
15 H 2.3213 -1.6560 0.6666  C4 1.034
16 H 3.6818 -1.2530 -0.3982  C4 1.135
17 H 3.4673 -0.4672 1.2340  C4 1.119
18 H -1.8479 -2.0351 -1.0456  C2 1.067
19 H -3.3296 1.6159 -0.3527  S9 1.387
20 H 0.6196 0.9579 -1.2117  N7 0.957

Values from the calculation:
- Frontier orbital gap: 8.2 eV
- E_tot: -21216.1834 eV
- HOMO level: -12.89 eV
- Charge: +1
- Energy above the lowest of the compared OMol25 structures with the same formula, charge and spin: 3.634 eV
- Lowest unoccupied orbital energy: -4.7 eV

Mulliken atomic charge list, values in e, 8 entries: 0.293 -0.215 -1.113 -1.131 0.816 -0.043 -0.631 -0.256